{"formula": "C3H10N2S", "method": "ωB97M-V with the def2-TZVPD basis set", "largest_force_ev_per_a": 1.96, "e_lumo_ev": -3.606, "multiplicity": 1, "de_lowest_kj_mol": 618.0, "charge": 0, "mol_weight_g_mol": 106.2, "homo_lumo_gap_ev": 4.20, "species": ["N", "C", "C", "S", "C", "N", "H", "H", "H", "H", "H", "H", "H", "H", "H", "H"], "xyz": [[-0.56, 0.74, -0.87], [0.39, 0.48, -1.74], [0.76, -0.81, -2.06], [-0.19, -2.26, 0.40], [0.04, 1.75, 1.91], [-0.02, 2.59, 0.74], [-0.65, -0.08, -0.28], [-0.43, 1.71, -0.25], [0.91, 1.31, -2.23], [1.55, -1.10, -2.74], [0.20, -1.68, -1.72], [0.66, -1.95, 1.38], [-0.76, 0.99, 1.95], [0.03, 2.31, 2.84], [1.00, 1.23, 1.96], [-0.48, 3.48, 0.97]]}

{"formula": "C3H4EuO4", "method": "ωB97M-V with the def2-TZVPD basis set", "largest_force_ev_per_a": 4.78, "e_lumo_ev": [-9.908, -9.667], "multiplicity": 8, "de_lowest_kj_mol": 23.1, "charge": 2, "mol_weight_g_mol": 256.0, "homo_lumo_gap_ev": [7.33, 7.57], "species": ["C", "C", "O", "C", "O", "O", "O", "Eu", "H", "H", "H", "H"], "xyz": [[-2.37, 0.92, 0.22], [-1.66, -0.16, -0.58], [-1.40, 0.39, -1.88], [-1.59, 1.68, -1.93], [-1.69, 1.41, 1.25], [-1.46, 2.33, -2.96], [-1.97, 2.20, -0.80], [-0.64, 2.42, -5.44], [-3.47, 0.88, 0.30], [-2.28, -1.05, -0.72], [-0.70, -0.42, -0.11], [-1.25, 2.32, 0.74]]}

{"formula": "C31H36BiIN8O6", "method": "ωB97M-V with the def2-TZVPD basis set", "largest_force_ev_per_a": 1.65, "e_lumo_ev": -5.278, "multiplicity": 1, "charge": 2, "mol_weight_g_mol": 952.6, "homo_lumo_gap_ev": 7.31, "species": ["Bi", "C", "C", "N", "C", "C", "C", "O", "C", "C", "N", "C", "C", "C", "C", "C", "C", "I", "C", "O", "H", "H", "H", "H", "H", "H", "H", "H", "H", "H", "H", "H", "O", "N", "N", "O", "C", "C", "C", "C", "C", "C", "H", "H", "H", "H", "H", "N", "C", "C", "N", "C", "C", "H", "H", "H", "H", "H", "H", "H", "H", "H", "H", "H", "O", "C", "N", "C", "O", "C", "C", "C", "C", "N", "C", "H", "H", "H", "H", "H", "H", "H", "H"], "xyz": [[-0.11, -0.40, -0.13], [-0.88, -4.45, -2.78], [-1.88, -3.34, -2.85], [-2.78, -3.37, -3.79], [-3.67, -2.39, -3.91], [-3.76, -1.34, -3.03], [-4.73, -0.21, -3.24], [-4.06, 1.03, -3.02], [-2.82, -1.29, -1.96], [-3.09, -0.39, -0.90], [-2.29, -0.01, 0.06], [-2.82, 0.75, 1.12], [-4.14, 0.61, 1.54], [-4.68, 1.45, 2.49], [-3.90, 2.45, 3.06], [-2.56, 2.57, 2.70], [-2.02, 1.70, 1.76], [-0.19, -1.51, 2.33], [-1.79, -2.26, -1.92], [-0.80, -2.24, -1.07], [-1.07, -5.16, -3.57], [-0.94, -4.95, -1.81], [0.13, -4.04, -2.87], [-4.35, -2.49, -4.75], [-5.59, -0.30, -2.56], [-5.10, -0.27, -4.27], [-4.65, 1.74, -3.29], [-4.11, -0.03, -0.85], [-4.75, -0.18, 1.13], [-5.70, 1.34, 2.79], [-4.31, 3.13, 3.78], [-1.94, 3.33, 3.13], [-0.69, 1.73, 1.41], [-0.04, 2.93, 1.55], [1.13, 2.91, 1.09], [1.66, 1.92, 0.53], [1.84, 4.13, 1.21], [2.86, 4.39, 0.29], [3.55, 5.58, 0.37], [3.25, 6.50, 1.37], [2.24, 6.23, 2.28], [1.53, 5.04, 2.21], [3.07, 3.67, -0.49], [4.32, 5.80, -0.35], [3.80, 7.42, 1.43], [2.01, 6.94, 3.06], [0.75, 4.82, 2.92], [5.46, -0.62, 2.96], [4.48, 0.44, 3.30], [3.07, -0.07, 2.96], [2.95, -0.45, 1.57], [3.94, -1.44, 1.21], [5.37, -0.97, 1.52], [5.23, -1.46, 3.51], [6.41, -0.33, 3.21], [4.71, 1.33, 2.71], [4.55, 0.68, 4.36], [2.33, 0.70, 3.19], [2.83, -0.94, 3.58], [2.94, 0.35, 0.96], [3.86, -1.67, 0.15], [3.72, -2.35, 1.78], [5.62, -0.08, 0.94], [6.09, -1.75, 1.28], [-0.59, -1.31, -4.79], [-1.24, -0.34, -5.56], [-0.34, 0.66, -6.06], [0.07, 1.80, -5.46], [0.86, 2.56, -5.96], [-0.52, 2.11, -4.11], [-1.04, 3.38, -3.87], [-1.49, 3.70, -2.60], [-1.38, 2.74, -1.61], [-0.84, 1.54, -1.82], [-0.42, 1.24, -3.04], [-0.10, -1.91, -5.36], [-1.98, 0.13, -4.89], [-1.77, -0.79, -6.41], [0.11, 0.49, -6.96], [-1.09, 4.10, -4.68], [-1.92, 4.66, -2.38], [-1.73, 2.94, -0.61], [0.00, 0.25, -3.16]]}

{"formula": "C6H3EuNO4", "method": "ωB97M-V with the def2-TZVPD basis set", "largest_force_ev_per_a": 6.82, "e_lumo_ev": [-9.058, -8.923], "multiplicity": 8, "charge": 2, "mol_weight_g_mol": 305.1, "homo_lumo_gap_ev": [8.70, 10.15], "species": ["O", "C", "Eu", "O", "C", "C", "O", "C", "O", "C", "C", "N", "H", "H", "H"], "xyz": [[1.47, 1.95, -1.20], [0.56, 1.23, -1.19], [-1.60, -0.23, -1.18], [4.46, -1.02, -1.77], [3.33, -0.96, -1.59], [-0.62, 0.73, -3.50], [-0.11, 1.03, -4.49], [-0.27, -2.05, -2.16], [0.22, -2.98, -2.64], [-1.20, 0.41, 3.78], [-1.34, 0.32, 2.35], [-1.44, 0.23, 1.19], [-0.58, -0.43, 4.15], [-2.21, 0.40, 4.26], [-0.68, 1.35, 4.01]]}

{"formula": "C24H13BrClCoIN4O2", "method": "ωB97M-V with the def2-TZVPD basis set", "largest_force_ev_per_a": 3.08, "e_lumo_ev": [-0.787, -1.607], "multiplicity": 4, "de_lowest_kj_mol": 38.0, "charge": 0, "mol_weight_g_mol": 690.6, "homo_lumo_gap_ev": [5.70, 6.34], "species": ["Co", "Br", "C", "C", "C", "C", "C", "C", "N", "N", "C", "C", "C", "C", "O", "C", "N", "C", "C", "C", "C", "H", "H", "H", "H", "H", "H", "H", "H", "H", "Cl", "C", "C", "C", "I", "C", "O", "C", "N", "C", "C", "C", "C", "H", "H", "H", "H"], "xyz": [[10.23, 12.21, 4.44], [10.54, 5.80, 10.64], [11.68, 7.20, 11.04], [11.21, 8.28, 11.84], [11.96, 9.45, 11.85], [13.03, 9.62, 10.93], [13.68, 8.46, 10.39], [12.98, 7.26, 10.42], [13.21, 10.87, 10.39], [14.01, 10.90, 9.39], [13.57, 11.54, 8.28], [14.44, 11.53, 7.17], [14.02, 11.65, 5.87], [12.66, 11.87, 5.57], [12.11, 11.92, 4.40], [11.78, 12.06, 6.70], [10.45, 12.04, 6.34], [9.52, 12.36, 7.24], [9.87, 12.53, 8.60], [11.22, 12.34, 9.02], [12.18, 11.96, 8.06], [10.23, 8.16, 12.37], [11.55, 10.32, 12.32], [14.59, 8.58, 9.81], [13.49, 6.33, 10.07], [15.46, 11.35, 7.36], [14.72, 11.53, 5.03], [8.46, 12.44, 6.91], [9.11, 12.80, 9.36], [11.57, 12.40, 10.05], [6.42, 17.69, 4.53], [6.99, 16.09, 4.41], [6.09, 15.05, 4.36], [6.49, 13.69, 4.39], [5.04, 12.18, 4.35], [7.87, 13.39, 4.26], [8.41, 12.21, 4.14], [8.81, 14.49, 4.36], [10.12, 14.10, 4.37], [11.06, 15.05, 4.50], [10.73, 16.40, 4.40], [9.42, 16.83, 4.37], [8.40, 15.84, 4.33], [5.02, 15.26, 4.43], [12.12, 14.76, 4.64], [11.59, 17.08, 4.34], [9.22, 17.90, 4.34]]}

{"formula": "C10H16SSi", "method": "ωB97M-V with the def2-TZVPD basis set", "largest_force_ev_per_a": 4.55, "e_lumo_ev": 0.894, "smiles": "C[Si](C)(C)c1scc2c1CCC2", "multiplicity": 1, "de_lowest_kj_mol": 127.5, "charge": 0, "mol_weight_g_mol": 196.4, "homo_lumo_gap_ev": 9.20, "species": ["C", "C", "C", "C", "C", "C", "C", "C", "C", "C", "Si", "S", "H", "H", "H", "H", "H", "H", "H", "H", "H", "H", "H", "H", "H", "H", "H", "H"], "xyz": [[2.30, -1.46, -0.98], [1.21, -1.22, -1.72], [0.33, -0.41, -0.97], [0.62, -0.26, 0.38], [0.79, -1.54, -3.11], [-0.88, -0.11, -1.90], [-0.49, -0.66, -3.30], [-1.89, -0.16, 2.25], [-0.38, 2.49, 1.20], [0.73, 0.63, 3.38], [-0.22, 0.73, 1.81], [2.14, -1.06, 0.70], [3.32, -1.98, -1.15], [1.49, -1.32, -3.84], [0.52, -2.56, -3.35], [-1.74, -0.68, -1.40], [-1.31, 0.86, -1.68], [-0.16, 0.03, -4.05], [-1.38, -1.08, -3.70], [-2.21, -0.72, 1.31], [-1.70, -0.76, 3.09], [-2.69, 0.52, 2.59], [-1.32, 2.95, 1.31], [0.29, 3.13, 1.83], [-0.27, 2.56, 0.13], [0.21, 1.06, 4.24], [1.13, -0.34, 3.78], [1.56, 1.36, 3.15]]}